The following is a DFT calculation (wB97M-V/def2-TZVPD) of C2HBrF3I as an isolated structure in a non-equilibrium geometry.

Element x y z (Å)
C 0.31 -0.67 -0.80
C 0.76 0.05 0.40
F 0.12 1.17 0.91
F 1.97 0.47 0.12
F 0.93 -0.79 1.44
Br -1.52 -0.96 -0.44
I -3.19 0.90 0.16
H 0.63 -0.17 -1.79

Lowest unoccupied orbital energy (spin up / spin down), hartree: -0.0846 / -0.0823
Relative energy (zero: lowest compared OMol25 entry of this formula, charge and spin), kcal per mole: 54.2
Frontier orbital gap (spin up / spin down), Ha: 0.2527 / 0.2789
2S+1: 1


The following is a DFT calculation (wB97M-V/def2-TZVPD) of an isolated molecule of C23H27ClN4O.

Element x y z (Å)
C -4.57 0.23 -3.13
C -3.36 -0.24 -2.85
C -3.09 -1.70 -2.62
C -2.16 0.68 -2.80
N -1.23 0.39 -1.73
C -1.62 0.43 -0.44
O -2.71 0.84 -0.08
C -0.62 -0.03 0.64
C 0.03 -1.40 0.51
C -0.06 -2.25 1.58
C 0.64 -3.50 1.62
C 1.43 -3.86 0.59
N 1.52 -3.03 -0.49
C 2.24 -3.18 -1.66
C 1.95 -2.07 -2.40
N 1.09 -1.25 -1.75
C 0.84 -1.83 -0.59
N 0.32 1.05 1.00
C 0.57 1.12 2.44
C -0.59 1.75 3.21
C -0.89 3.16 2.71
C -0.25 1.75 4.70
C 1.48 1.16 0.18
C 2.67 0.50 0.49
C 3.77 0.58 -0.35
C 3.67 1.34 -1.50
Cl 5.04 1.42 -2.58
C 2.52 2.03 -1.81
C 1.43 1.95 -0.96
H -4.74 1.29 -3.25
H -5.42 -0.42 -3.22
H -2.78 -1.87 -1.59
H -3.97 -2.30 -2.82
H -2.27 -2.05 -3.26
H -1.60 0.58 -3.73
H -2.50 1.71 -2.73
H -0.34 -0.05 -1.95
H -1.29 -0.12 1.50
H -0.67 -1.97 2.42
H 0.54 -4.15 2.48
H 2.00 -4.77 0.55
H 2.87 -4.03 -1.84
H 2.33 -1.83 -3.39
H 0.80 0.13 2.87
H 1.45 1.75 2.58
H -1.49 1.14 3.07
H -0.01 3.80 2.82
H -1.17 3.14 1.66
H -1.71 3.61 3.28
H 0.63 2.36 4.89
H -1.07 2.16 5.29
H -0.05 0.74 5.07
H 2.72 -0.10 1.39
H 4.68 0.06 -0.11
H 2.48 2.64 -2.71
H 0.52 2.49 -1.18

SMILES: C=C(C)CNC(=O)[C@@H](c1cccn2ccnc12)N(CC(C)C)c1ccc(Cl)cc1
Lowest unoccupied orbital energy, hartree: 0.0123
Relative energy (zero: lowest compared OMol25 entry of this formula, charge and spin), kcal per mole: 14.9
Frontier orbital gap, Ha: 0.3175
2S+1: 1